ORCA calculation (ωB97M-V with the def2-TZVPD basis set) on C22H18N4O2Pd as an isolated structure.

```
47
Properties=species:S:1:pos:R:3:forces:R:3
Pd 0.107 -1.238 -0.077 -0.173 -0.899 -0.132
O -0.079 -1.472 1.882 0.156 0.243 0.266
C 0.949 -1.281 2.669 -0.221 -0.221 -0.053
C 0.689 -1.048 4.037 0.016 -0.037 0.036
C 1.705 -0.843 4.936 0.007 0.032 0.055
C 3.049 -0.863 4.539 -0.054 -0.018 -0.059
C 3.327 -1.104 3.219 0.041 0.029 0.035
C 2.310 -1.327 2.270 0.140 0.099 -0.250
C 2.739 -1.655 0.933 0.057 -0.256 0.347
N 1.972 -1.994 -0.033 -0.152 0.652 -0.435
C 2.518 -2.260 -1.375 0.001 -0.087 0.115
C 1.344 -2.282 -2.344 -0.136 0.090 0.006
N 0.528 -1.103 -2.046 0.443 -0.009 0.151
C 0.658 -0.044 -2.777 -0.196 0.038 -0.103
C 0.186 1.271 -2.481 0.035 -0.059 -0.015
C -0.226 2.078 -3.568 0.061 0.005 0.006
C -0.742 3.329 -3.378 -0.033 0.005 0.086
C -0.812 3.830 -2.054 -0.005 0.010 -0.055
C -0.365 3.113 -0.983 0.058 -0.037 0.011
C 0.188 1.788 -1.125 -0.015 -0.118 -0.137
O 0.656 1.146 -0.151 -0.051 0.512 0.094
H -0.347 -1.026 4.348 0.008 -0.004 0.011
H 1.457 -0.654 5.974 0.001 -0.002 -0.003
H 3.842 -0.698 5.254 -0.001 0.012 0.000
H 4.357 -1.133 2.879 -0.008 -0.007 0.002
H 3.818 -1.651 0.762 0.000 -0.134 0.046
H 3.215 -1.465 -1.650 0.008 0.022 -0.018
H 3.047 -3.215 -1.399 0.011 -0.018 0.076
H 1.686 -2.298 -3.382 0.018 0.066 -0.015
H 0.736 -3.165 -2.151 0.010 -0.060 -0.060
H 1.152 -0.191 -3.743 -0.114 -0.003 -0.062
H -0.157 1.671 -4.573 0.019 -0.011 0.017
H -1.083 3.923 -4.214 0.012 0.016 0.018
H -1.218 4.823 -1.890 0.001 -0.012 -0.003
H -0.395 3.521 0.020 -0.013 -0.006 -0.012
N -4.891 0.803 3.279 -0.004 0.007 0.007
C -4.363 0.621 2.275 0.106 -0.028 -0.196
C -3.713 0.387 1.008 -0.068 -0.029 0.293
C -4.274 0.843 -0.177 -0.117 0.082 -0.104
C -3.618 0.580 -1.363 0.015 -0.040 0.001
C -2.433 -0.136 -1.323 -0.084 -0.050 -0.069
N -1.894 -0.563 -0.179 0.292 0.163 0.176
C -2.509 -0.302 0.974 -0.071 0.044 -0.084
H -5.207 1.390 -0.161 0.015 0.012 0.000
H -4.004 0.924 -2.311 -0.007 -0.007 0.001
H -1.895 -0.383 -2.225 -0.013 0.017 0.008
H -2.011 -0.648 1.870 0.003 -0.008 -0.001
```
Positions in Å, forces in eV/Å.

Properties
Orbital gap, eV: 6.8176
LUMO, eV: -0.23
HOMO, eV: -7.05
Relative energy (zero: lowest compared OMol25 entry of this formula, charge and spin), kJ/mol: 0.0

***

ORCA calculation (ωB97M-V with the def2-TZVPD basis set) on an isolated molecule of C6H11NO.

```
19
Properties=species:S:1:pos:R:3:forces:R:3
C 0.337 1.951 0.355 -0.073 -1.195 -0.452
C 0.306 -1.012 1.468 0.134 0.054 -0.126
C 0.114 -1.673 -0.953 0.285 0.072 -0.011
C 0.870 0.702 -0.335 1.492 -0.325 -1.136
C 0.042 -0.517 0.038 -0.793 0.110 0.088
C -1.003 1.511 -0.070 -1.905 1.578 0.659
O 1.278 0.827 -1.673 -0.131 0.068 0.754
N -1.290 0.155 -0.058 0.373 -0.233 0.070
H 0.593 0.519 -2.290 0.171 0.015 0.371
H -2.113 -0.176 0.445 0.331 0.013 0.057
H 0.515 1.973 1.433 0.129 0.001 0.116
H 0.666 2.886 -0.098 -0.031 -0.179 -0.056
H -1.843 2.197 -0.135 0.024 -0.091 -0.313
H 1.290 -1.478 1.526 -0.004 -0.024 0.016
H 0.275 -0.196 2.191 -0.014 0.001 -0.079
H -0.208 -1.376 -1.954 -0.010 0.009 0.107
H -0.528 -2.498 -0.634 0.035 0.113 0.039
H 1.142 -2.037 -1.019 -0.050 -0.055 -0.010
H -0.441 -1.756 1.763 0.037 0.067 -0.094
```
Positions in Å, forces in eV/Å.

Properties
Orbital gap (alpha / beta), eV: 7.1241 / 8.0266
LUMO (alpha / beta), eV: 0.72 / 0.86
HOMO (alpha / beta), eV: -6.40 / -7.17
Relative energy (zero: lowest compared OMol25 entry of this formula, charge and spin), kJ/mol: 406.5

***

ORCA calculation (ωB97M-V with the def2-TZVPD basis set) on an isolated molecule of C3H6N2S2.

```
13
Properties=species:S:1:pos:R:3:forces:R:3
H 1.437 -1.095 -1.786 0.426 0.954 0.010
N 1.428 -0.205 -1.250 -0.469 -1.502 -0.257
C 0.267 -0.150 -0.738 -0.634 0.660 0.598
N -0.034 0.739 0.280 0.617 0.175 -0.332
C 1.012 1.652 0.722 1.621 0.260 -0.637
S -1.136 -1.181 -1.344 0.512 0.452 0.275
C -1.770 -1.922 0.091 0.085 0.134 -0.195
S -3.105 -2.814 0.081 -0.129 -0.128 0.046
H -0.954 1.112 0.383 -0.530 -0.253 -0.306
H 1.878 1.053 1.037 -0.179 0.090 -0.256
H 0.723 2.191 1.619 -0.451 0.144 -0.170
H 1.430 2.376 -0.075 -0.979 -1.079 1.034
H -1.176 -1.757 0.981 0.109 0.092 0.191
```
Positions in Å, forces in eV/Å.

Properties
Orbital gap, eV: 8.5409
LUMO, eV: -0.43
Structure (SMILES): [H]/N=C(/NC)SC=S
HOMO, eV: -8.97
Relative energy (zero: lowest compared OMol25 entry of this formula, charge and spin), kJ/mol: 103.4

***

ORCA calculation (ωB97M-V with the def2-TZVPD basis set) on an isolated molecule of C3H6N2O2S.

```
14
Properties=species:S:1:pos:R:3:forces:R:3
O -1.669 -1.646 -0.217 -0.919 -0.268 1.078
C -2.156 -0.378 0.108 0.094 0.413 -0.296
C -1.083 0.668 0.221 0.234 0.034 -0.084
N 0.102 0.334 -0.086 -0.530 -0.172 0.050
O 0.977 1.396 0.018 0.329 0.544 0.087
C 2.307 1.087 -0.135 0.502 -0.806 -0.048
N 2.949 0.000 -0.119 -0.477 0.372 0.061
S 2.511 -1.610 0.139 -0.774 0.471 0.046
H -1.077 -1.542 -0.934 1.082 0.016 -1.216
H -2.884 -0.021 -0.647 0.030 -0.079 0.366
H -2.642 -0.460 1.074 -0.327 0.002 0.131
H -1.347 1.689 0.535 0.148 -0.320 -0.103
H 2.865 2.013 -0.270 -0.232 -0.094 0.025
H 1.146 -1.529 0.313 0.839 -0.113 -0.094
```
Positions in Å, forces in eV/Å.

Properties
Orbital gap, eV: 9.3364
LUMO, eV: 0.75
Structure (SMILES): OC/C=N/O/C=N\S
HOMO, eV: -8.59
Relative energy (zero: lowest compared OMol25 entry of this formula, charge and spin), kJ/mol: 415.3

***

ORCA calculation (ωB97M-V with the def2-TZVPD basis set) on a 19-piece molecular cluster, H38O19 overall.

```
57
Properties=species:S:1:pos:R:3:forces:R:3
O 0.384 4.061 0.069 -2.819 -0.152 1.997
H 0.518 3.588 0.922 0.766 0.093 -0.772
H -0.607 4.199 0.285 2.022 0.074 -1.107
O 3.257 2.023 1.848 0.347 0.458 -0.553
H 3.267 1.392 1.110 -0.087 -0.359 0.054
H 3.559 2.782 1.319 -0.237 0.098 0.620
O 0.419 1.217 -3.213 -1.095 -0.754 0.090
H 0.125 1.411 -2.307 0.373 0.343 -0.281
H 1.070 1.879 -3.450 0.293 0.501 0.130
O 2.832 -0.387 -3.699 -1.175 -0.608 -0.168
H 1.860 -0.702 -3.598 2.225 1.603 -0.209
H 2.850 0.564 -3.969 -0.539 -0.806 0.196
O 2.726 -2.117 0.826 0.883 -1.212 -0.815
H 3.420 -2.824 0.764 -1.036 0.937 0.176
H 2.223 -2.236 -0.027 0.345 0.287 0.634
O -3.829 0.096 3.184 -0.831 -0.927 -1.130
H -3.383 0.526 3.897 0.587 -0.068 0.945
H -4.060 -0.821 3.422 0.224 0.851 0.265
O -0.814 -0.502 0.323 -0.892 -0.532 -0.504
H -0.146 -0.175 0.910 0.710 0.322 0.410
H -0.388 -1.215 -0.177 -0.252 -0.199 0.528
O -0.828 -0.260 4.204 0.180 0.852 -1.376
H -0.418 0.328 3.497 -0.174 -0.693 1.698
H -1.330 -0.853 3.647 -0.371 -0.452 -0.006
O 1.786 -3.164 -1.815 0.718 -0.750 0.846
H 1.572 -2.508 -2.484 0.531 -0.293 -0.140
H 1.799 -4.065 -2.131 -0.201 -0.072 -0.665
O 1.025 1.420 3.538 -0.690 0.462 0.414
H 1.867 1.234 3.161 1.190 -0.146 -1.151
H 1.285 1.926 4.307 -0.278 0.197 0.407
O -1.697 3.981 2.389 -0.222 -0.800 2.494
H -1.398 3.934 3.338 0.512 0.766 -1.358
H -2.388 3.321 2.566 -0.280 -0.011 -1.239
O -2.778 -3.159 2.225 -0.563 -0.451 -0.848
H -2.815 -2.200 2.151 0.392 -0.011 0.585
H -2.479 -3.527 3.047 0.302 0.670 0.683
O -4.022 -0.545 -2.788 -0.755 0.628 -0.285
H -3.438 -1.256 -3.038 0.436 -0.070 -0.318
H -3.739 0.271 -3.237 0.195 -0.798 -0.003
O 3.563 0.432 -0.324 0.361 -0.079 -0.142
H 3.755 -0.417 0.088 -0.314 -0.623 0.470
H 4.032 0.355 -1.161 0.028 0.467 -0.515
O -2.894 -3.863 -0.339 -0.431 0.590 -1.487
H -2.580 -4.412 0.366 0.314 0.042 0.647
H -2.597 -2.958 -0.154 -0.026 -0.551 0.372
O -0.819 -2.561 -1.907 1.169 0.286 2.060
H -0.229 -2.212 -2.576 -1.088 -0.111 -0.869
H -1.720 -2.809 -2.024 -0.707 -0.147 -1.227
O 2.399 3.077 -1.756 0.358 -0.616 -0.565
H 2.684 2.952 -2.686 0.075 -0.093 0.355
H 2.437 4.024 -1.646 -0.230 0.612 0.221
O -3.079 0.984 -0.775 -1.111 1.324 0.599
H -2.390 0.443 -1.147 0.019 -0.450 -0.332
H -3.890 0.977 -1.320 1.177 -0.530 0.428
O 1.465 -0.869 -1.290 0.733 0.747 0.450
H 2.050 -0.089 -1.009 -1.475 -0.887 -0.603
H 0.525 -0.689 -1.359 0.412 1.041 -0.103
```
Positions in Å, forces in eV/Å.

Properties
Net charge: -1
Orbital gap (alpha / beta), eV: 2.1502 / 9.5228
LUMO (alpha / beta), eV: 2.12 / 2.09
Spin multiplicity: 2
HOMO (alpha / beta), eV: -0.03 / -7.43
Relative energy (zero: lowest compared OMol25 entry of this formula, charge and spin), kJ/mol: 100.6

***

ORCA calculation (ωB97M-V with the def2-TZVPD basis set) on an isolated molecule of C4H9NO.

```
15
Properties=species:S:1:pos:R:3:forces:R:3
C 2.126 0.303 -0.337 0.150 0.061 0.115
C 0.774 -0.152 -0.841 0.080 0.037 0.439
C -0.217 -0.571 0.293 -0.033 0.137 0.899
C -1.287 0.457 0.455 -0.317 0.658 -0.930
N -2.627 0.092 0.438 -0.240 -0.090 -0.171
O -0.863 1.582 0.645 -1.095 -0.045 0.099
H 2.796 0.591 -1.154 -0.088 -0.027 0.127
H 2.598 -0.501 0.236 0.069 0.167 -0.008
H 1.958 1.162 0.315 0.253 -0.048 0.002
H 0.316 0.669 -1.418 0.051 -0.265 0.345
H 0.897 -0.982 -1.561 -0.195 0.116 0.528
H -0.313 -1.652 0.348 -1.108 -0.016 -0.536
H -0.239 -0.335 1.445 2.605 -0.782 -1.150
H -3.133 0.026 1.308 -0.051 0.465 -0.087
H -2.786 -0.691 -0.174 -0.080 -0.367 0.328
```
Positions in Å, forces in eV/Å.

Properties
Orbital gap, eV: 10.5438
LUMO, eV: 0.81
Structure (SMILES): CCCC(N)=O
HOMO, eV: -9.73
Relative energy (zero: lowest compared OMol25 entry of this formula, charge and spin), kJ/mol: 199.3

***

ORCA calculation (ωB97M-V with the def2-TZVPD basis set) on C31H24F5IN2O2PTi as an isolated structure.

```
67
Properties=species:S:1:pos:R:3:forces:R:3
Ti -1.385 -0.739 0.315 0.276 -0.465 -0.367
I -2.187 1.675 -0.792 0.090 0.079 0.021
C -1.002 2.143 -2.487 -0.031 0.087 -0.203
C -1.732 2.849 -3.405 -0.177 -0.024 0.069
C -1.097 3.536 -4.455 0.189 0.000 -0.009
C 0.264 3.564 -4.492 -0.117 -0.010 0.012
C 1.035 2.834 -3.554 0.059 0.092 -0.099
C 2.448 2.925 -3.619 0.019 -0.068 0.079
C 3.240 2.226 -2.757 -0.079 0.054 -0.074
C 2.633 1.324 -1.870 -0.003 0.025 0.012
C 1.264 1.196 -1.766 0.233 -0.049 0.010
P 0.750 -0.380 -1.033 -0.426 -0.052 0.013
C 1.113 -1.612 -2.295 -0.040 0.050 -0.076
C 0.104 -1.917 -3.209 -0.001 -0.035 -0.002
C 0.364 -2.771 -4.270 0.030 -0.014 -0.006
C 1.629 -3.319 -4.422 -0.027 -0.007 -0.025
C 2.641 -3.003 -3.525 0.035 -0.004 0.017
C 2.391 -2.144 -2.468 0.035 0.010 -0.015
C 1.796 -0.669 0.415 -0.050 0.052 0.058
C 2.180 -1.965 0.767 0.011 -0.043 0.039
C 2.885 -2.183 1.943 -0.030 -0.032 -0.007
C 3.179 -1.122 2.788 0.005 0.018 0.004
C 2.778 0.168 2.453 0.019 0.000 0.012
C 2.094 0.397 1.271 0.012 -0.022 0.010
C 0.414 2.028 -2.560 -0.048 -0.105 0.155
H -2.808 2.924 -3.317 0.020 -0.020 0.024
H -1.693 4.075 -5.177 0.004 -0.009 0.005
H 0.788 4.142 -5.242 -0.028 0.005 0.000
H 2.881 3.571 -4.372 0.017 -0.010 0.012
H 4.317 2.306 -2.794 -0.011 0.010 -0.003
H 3.276 0.675 -1.286 -0.006 -0.003 0.017
H -0.886 -1.490 -3.106 0.036 0.013 0.008
H -0.422 -3.007 -4.975 0.006 0.000 0.002
H 1.832 -3.990 -5.246 -0.010 0.006 0.007
H 3.630 -3.422 -3.654 -0.013 0.006 0.003
H 3.196 -1.889 -1.791 -0.002 -0.002 0.024
H 1.955 -2.803 0.118 -0.022 0.008 -0.024
H 3.213 -3.185 2.192 -0.008 0.018 0.006
H 3.734 -1.295 3.701 -0.004 0.005 -0.010
H 3.023 0.998 3.103 -0.004 -0.011 -0.006
H 1.817 1.410 1.001 -0.020 0.003 -0.019
F -1.469 -3.762 -0.808 -0.038 -0.141 -0.074
C -2.012 -2.664 -0.322 0.417 0.332 0.305
F -2.445 -1.823 -1.394 0.012 0.131 0.104
C -3.255 -2.874 0.519 -0.020 0.200 0.034
F -4.339 -3.343 -0.029 -0.002 0.026 -0.032
F -2.978 -3.512 1.637 -0.043 -0.030 -0.012
F -3.515 -1.511 0.882 0.004 -0.072 0.099
O -3.425 2.541 2.203 0.064 -0.080 -0.098
C -2.644 3.170 3.208 0.039 0.011 0.041
N -2.847 2.635 4.523 -0.062 -0.069 -0.031
C -2.459 1.452 5.084 0.148 0.100 0.111
O -2.700 1.212 6.244 -0.081 -0.025 -0.049
C -1.689 0.392 4.310 0.171 -0.058 -0.004
C -1.136 -0.628 5.089 0.011 -0.004 -0.005
C -0.484 -1.696 4.493 0.017 -0.003 -0.066
C -0.398 -1.744 3.116 0.041 0.054 0.117
N -0.909 -0.760 2.360 -0.224 -0.178 -0.242
C -1.529 0.279 2.944 -0.353 0.222 0.090
H -4.360 2.704 2.371 -0.007 0.017 0.028
H -2.864 4.235 3.257 -0.003 0.012 0.014
H -1.605 3.064 2.896 0.003 -0.068 -0.051
H -3.364 3.203 5.180 -0.009 -0.009 0.029
H -1.257 -0.571 6.163 -0.004 0.005 -0.007
H -0.068 -2.495 5.089 0.007 -0.001 -0.018
H 0.071 -2.563 2.592 0.038 -0.049 0.004
H -1.973 0.995 2.263 -0.068 0.120 0.043
```
Positions in Å, forces in eV/Å.

Properties
Net charge: +2
Orbital gap (alpha / beta), eV: 6.7768 / 7.0907
LUMO (alpha / beta), eV: -7.10 / -6.79
Spin multiplicity: 2
HOMO (alpha / beta), eV: -13.88 / -13.88

***

ORCA calculation (ωB97M-V with the def2-TZVPD basis set) on a 2-piece molecular cluster, C11H15N overall.

```
27
Properties=species:S:1:pos:R:3:forces:R:3
C 0.428 2.245 -0.937 2.315 -0.521 -1.269
C 0.903 1.280 0.116 0.243 2.378 1.677
C 0.829 1.657 1.446 -0.774 -1.816 -1.356
N 0.695 0.475 2.161 0.785 -0.916 2.124
C 0.947 -0.647 1.380 -0.762 1.841 -3.027
C 0.514 -1.974 1.410 0.329 -0.438 1.408
C 0.558 -2.728 0.262 0.536 0.241 -0.320
C 0.925 -2.177 -0.994 -0.055 -3.286 -0.828
C 1.233 -0.873 -1.113 0.480 0.883 -1.400
C 1.169 -0.104 0.058 -0.905 0.106 0.120
H 0.453 1.631 -1.844 -0.251 0.480 -0.320
H 1.195 3.059 -1.113 -1.179 -0.548 0.239
H -0.597 2.586 -0.807 0.456 0.268 0.311
H 0.662 2.667 1.781 -0.108 -0.271 0.614
H 0.674 0.339 3.172 -0.002 0.635 -0.556
H 0.187 -2.387 2.367 0.102 -0.187 -0.316
H 0.432 -3.798 0.272 -0.460 -0.132 0.315
H 0.952 -2.975 -1.838 0.061 1.898 1.224
H 1.506 -0.423 -2.119 -0.514 -0.473 1.448
C -2.893 1.636 -1.454 0.307 -1.274 1.410
C -3.276 0.133 -1.357 -1.606 0.663 0.505
H -1.916 1.697 -1.890 -0.060 0.315 -1.497
H -3.709 2.260 -1.822 0.512 -0.028 -0.365
H -2.570 2.002 -0.479 -0.826 0.076 0.534
H -4.342 0.030 -0.977 1.157 0.031 -0.653
H -2.683 -0.452 -0.669 0.480 0.152 0.287
H -3.175 -0.354 -2.317 -0.262 -0.076 -0.309
```
Positions in Å, forces in eV/Å.

Properties
Orbital gap, eV: 8.5647
LUMO, eV: 0.96
Structure (SMILES): Cc1c[nH]c2ccccc12.CC
HOMO, eV: -7.60
Relative energy (zero: lowest compared OMol25 entry of this formula, charge and spin), kJ/mol: 177.4

***

no.,energy (hartree),M (g mol⁻¹),largest force on an atom (eV Å⁻¹)
1,-1346.51906,476.83,0.93
2,-365.07664,113.16,2.56
3,-1023.76354,134.23,1.79
4,-775.98197,134.16,1.63
5,-1452.24725,342.29,3.46
6,-287.75652,87.12,2.95
7,-3443.04661,757.28,0.65
8,-482.84761,161.25,3.62